# 1
Computed, not measured: a 2-piece molecular cluster, CHF3O2P overall in a non-equilibrium geometry, with ωB97M-V/def2-TZVPD.

The geometry in XYZ format:
```
8
Properties=species:S:1:pos:R:3:forces:R:3:mulliken_charge:R:1
C 0.32349 1.26391 1.03827 0.260 0.088 -0.504 0.24
O -0.05028 -0.81145 -0.68882 -0.526 0.318 -0.565 -0.63
O 2.19274 -0.69758 0.50086 0.812 0.391 0.085 -0.64
F 1.19533 2.16285 1.57124 0.127 0.058 0.160 -0.23
F -0.69081 2.00301 0.51091 -0.203 0.050 0.017 -0.22
F -2.36710 -2.20050 -1.61736 0.631 0.397 0.209 -0.45
P 0.99150 -0.00133 0.00616 -0.874 -1.153 0.628 0.44
H -1.59487 -1.71891 -1.32124 -0.227 -0.149 -0.030 0.49
```
Forces are in eV/Å.

Net charge = -1
Orbital gap (spin up / spin down) = 7.685 / 7.686 eV
E_HOMO (spin up / spin down) = -3.9183 / -3.9193 eV
Spin multiplicity = 1
ΔE to the lowest compared entry with this formula, charge and spin = 64.2 kcal/mol

=====

# 2
Computed, not measured: C47H52BN7PSTl as an isolated structure in a non-equilibrium geometry, with ωB97M-V/def2-TZVPD.

The geometry in XYZ format:
```
110
Properties=species:S:1:pos:R:3:forces:R:3:mulliken_charge:R:1
Tl 0.66420 -0.35795 0.84229 0.727 -0.191 0.480 1.59
C -1.23207 2.63563 2.15358 -0.053 -0.096 0.257 -1.34
C -1.21261 2.05451 3.56244 0.252 0.083 -0.082 0.44
C 0.16574 2.23728 4.20395 -0.235 0.054 0.021 -1.39
C -1.59547 0.60621 3.56875 -0.263 -0.081 0.233 -0.22
C -2.37888 -0.02270 4.54181 0.048 -0.110 -0.096 -1.55
C -2.44497 -1.33556 4.13382 -0.006 0.161 0.164 -0.55
N -1.74860 -1.46513 2.99423 -0.160 -0.391 0.519 0.87
N -1.22337 -0.28412 2.65249 0.330 0.373 -0.597 0.37
B -1.83570 -2.77262 2.15626 0.029 0.378 -0.439 -0.10
N -0.53831 -3.29012 1.51171 0.112 -0.272 0.565 0.66
C 0.06601 -4.41764 1.91821 0.250 -0.237 -0.027 -0.79
C 1.00151 -4.78277 0.97814 -0.078 0.006 0.142 -1.13
C 0.90637 -3.79486 -0.00946 0.020 0.088 0.315 -0.10
N -0.01808 -2.90302 0.33822 0.087 0.506 -0.820 0.04
C 1.61892 -3.75564 -1.32817 -0.010 -0.105 -0.001 2.34
C 3.04362 -4.30026 -1.21190 -0.155 0.250 0.006 -1.80
C 0.81373 -4.58675 -2.33570 0.098 0.244 0.036 -1.74
N -2.92348 -2.60667 1.08835 -0.442 -0.520 0.153 0.00
C -4.11966 -3.22148 1.14849 -0.152 -0.052 -0.035 -0.35
C -4.84323 -2.86836 0.03650 0.068 -0.079 0.088 -1.52
C -3.98206 -2.01289 -0.67224 -0.264 -0.103 0.256 -0.08
N -2.83867 -1.86806 -0.01912 0.381 0.671 -0.567 0.28
C -4.29967 -1.36726 -1.98593 0.271 0.038 -0.119 0.70
C -3.36038 -0.20764 -2.28617 -0.272 -0.069 0.077 -1.00
C -4.24166 -2.40972 -3.10985 -0.200 0.159 0.117 -1.45
H -0.95840 3.68914 2.17014 0.048 0.137 -0.011 0.47
H -0.51262 2.10541 1.53427 0.018 0.067 -0.122 -0.08
H -2.21850 2.52997 1.70874 -0.087 -0.009 -0.156 0.43
H -1.95164 2.58523 4.17718 0.044 -0.110 -0.067 0.56
H 0.90832 1.69645 3.62232 0.182 -0.065 0.006 0.00
H 0.44123 3.29166 4.22739 0.070 0.076 -0.018 0.50
H 0.16694 1.85522 5.22467 0.084 -0.056 0.018 0.44
H -2.81919 0.42499 5.41016 -0.108 0.071 0.168 0.48
H -2.94679 -2.16983 4.58286 -0.056 -0.204 -0.025 0.54
H -2.19941 -3.62063 2.91827 -0.075 -0.069 0.156 -0.27
H -0.20370 -4.89085 2.84196 -0.109 -0.044 0.149 0.52
H 1.66227 -5.62518 1.01422 0.112 -0.159 0.011 0.43
H 1.65917 -2.71855 -1.67738 0.001 0.024 0.036 -0.83
H 3.02016 -5.36348 -0.97649 0.039 -0.105 0.030 0.39
H 3.57920 -4.16944 -2.15270 0.020 -0.015 -0.032 0.41
H 3.58705 -3.78272 -0.42419 0.095 0.004 0.055 0.33
H 0.73383 -5.61431 -1.98347 -0.029 -0.095 0.017 0.40
H -0.19079 -4.18160 -2.43475 -0.144 -0.009 -0.052 0.27
H 1.29716 -4.59361 -3.31208 0.035 0.015 -0.119 0.42
H -4.36830 -3.85604 1.97481 -0.032 -0.152 0.189 0.50
H -5.83494 -3.17660 -0.23288 -0.177 -0.062 -0.023 0.50
H -5.32923 -0.98441 -1.92348 0.146 -0.065 -0.006 0.39
H -2.35810 -0.58169 -2.47133 0.201 -0.012 -0.024 -0.28
H -3.69878 0.34130 -3.16361 -0.003 0.031 -0.100 0.56
H -3.31326 0.47136 -1.43943 0.047 0.155 0.056 0.30
H -3.21654 -2.74356 -3.26224 0.111 -0.033 0.017 0.14
H -4.84601 -3.27685 -2.85296 -0.053 -0.114 -0.039 0.49
H -4.61478 -1.99100 -4.04441 0.008 0.025 -0.124 0.38
C -3.82174 4.62595 -2.33995 -0.100 -0.002 -0.069 -0.61
C -3.00855 4.98221 -1.27531 -0.047 0.114 0.067 -0.85
C -1.85530 4.26781 -1.02010 0.067 0.010 -0.052 -0.53
C -1.48522 3.19570 -1.83281 -0.051 -0.198 0.066 0.45
C -2.30273 2.85079 -2.90117 0.162 0.011 0.036 -0.66
C -3.46007 3.56523 -3.15218 -0.213 0.084 -0.092 -0.68
P -0.09982 2.17647 -1.21910 -0.076 0.416 -0.747 1.17
C 0.50025 1.30046 -2.74797 -0.297 0.318 0.660 2.70
C 0.39623 1.91284 -4.07080 0.219 -0.031 -0.536 -1.71
C 0.35279 1.17740 -5.19341 0.017 0.570 0.136 -0.75
C 0.18434 -0.24904 -5.16554 -0.091 -0.585 0.167 -0.93
C 0.10712 -0.92609 -4.00907 0.116 -0.008 -0.456 -1.18
C 0.41033 -0.28273 -2.73502 -0.061 -0.408 0.237 0.77
C 1.20338 3.46720 -1.17561 -0.371 -0.020 -0.126 0.25
C 1.24274 4.56977 -1.99386 -0.059 -0.307 0.164 -0.07
C 2.31891 5.46258 -1.91659 0.209 0.185 -0.003 -1.03
C 3.30436 5.28002 -0.98698 -0.071 0.150 -0.142 -0.85
C 3.25111 4.20966 -0.07416 -0.193 -0.360 0.142 1.33
C 4.17317 4.06495 0.98006 0.199 -0.086 0.217 -0.89
C 4.06435 3.02155 1.85613 0.111 0.294 -0.146 -1.19
C 3.06020 2.04545 1.68830 -0.621 -0.611 -0.039 -0.74
C 2.14429 2.15543 0.68065 1.226 0.430 0.800 1.03
C 2.19923 3.25606 -0.19358 -0.336 0.083 -0.436 -1.11
H -4.73993 5.16590 -2.52703 -0.021 0.045 -0.034 0.36
H -3.28366 5.81354 -0.64043 0.001 0.028 0.055 0.42
H -1.21927 4.53584 -0.18695 -0.022 0.056 0.098 0.44
H -2.03110 2.02539 -3.54000 -0.053 -0.118 -0.045 0.40
H -4.09382 3.28304 -3.98094 -0.046 -0.031 -0.081 0.41
H 0.36070 2.98898 -4.11360 -0.008 0.159 -0.050 0.33
H 0.31776 1.66770 -6.15613 -0.008 0.119 -0.032 0.38
H 0.00650 -0.74863 -6.10582 -0.080 -0.138 -0.053 0.36
H -0.20167 -1.96015 -3.97678 -0.011 -0.124 -0.049 0.36
H -0.00799 -0.76045 -1.84825 -0.025 0.162 -0.031 0.06
H 0.44014 4.76691 -2.69180 -0.026 -0.040 -0.043 0.43
H 2.35605 6.30225 -2.59658 0.045 0.077 -0.023 0.42
H 4.13642 5.96863 -0.92824 0.043 0.089 0.044 0.38
H 4.95531 4.80522 1.09063 0.057 0.019 0.031 0.38
H 4.74797 2.93025 2.69102 0.039 -0.060 -0.044 0.49
H 3.04208 1.20096 2.36537 -0.010 -0.167 0.079 0.35
C 1.29007 -1.70550 4.50970 -0.028 0.111 -0.082 -0.49
C 2.53190 -1.67205 3.69506 0.582 -0.350 0.821 0.08
C 3.82030 -2.03778 4.10357 -1.153 0.090 0.381 -1.17
C 4.63925 -1.86756 2.99481 0.024 0.426 -1.200 -1.20
C 3.81144 -1.39777 1.96754 0.979 -0.325 0.269 0.31
C 4.21593 -1.05644 0.57834 -0.112 0.130 0.083 -0.37
N 2.53694 -1.27734 2.40333 -0.652 0.186 -0.404 1.07
H 1.46932 -2.23587 5.44272 -0.040 -0.013 0.111 0.46
H 0.49329 -2.20762 3.96653 -0.163 -0.088 0.050 -0.26
H 0.94836 -0.69566 4.73923 -0.204 0.082 0.140 -0.04
H 4.09552 -2.39672 5.07931 0.017 -0.081 0.202 0.47
H 5.69662 -2.04531 2.91586 0.227 -0.071 -0.039 0.50
H 5.14677 -1.56193 0.32533 0.039 -0.009 -0.141 0.39
H 4.36118 0.01910 0.45608 0.079 0.113 -0.165 0.11
H 3.44135 -1.35433 -0.12693 0.004 -0.102 -0.229 -0.53
S 3.25811 0.38403 -2.47475 -0.562 0.028 0.004 -0.33
C 1.66122 0.44092 -2.55840 0.576 -0.184 -0.105 -0.44
```
Forces are in eV/Å.

Net charge = -1
Orbital gap (spin up / spin down) = 5.263 / 4.727 eV
E_HOMO (spin up / spin down) = -3.5049 / -3.5043 eV
⟨S²⟩ = 0.771
Spin multiplicity = 2
ΔE to the lowest compared entry with this formula, charge and spin = 56.0 kcal/mol

=====

# 3
Computed, not measured: an isolated ion of composition C17H20BrClNO and charge +1, with ωB97M-V/def2-TZVPD.

The geometry in XYZ format:
```
41
Properties=species:S:1:pos:R:3:forces:R:3:mulliken_charge:R:1
C -5.51370 -1.17545 -1.06774 -0.075 -0.098 -0.109 -1.51
C -4.14877 -0.81333 -0.58371 0.272 0.068 0.112 0.79
C -3.32649 -1.77384 -0.00594 0.021 0.119 0.003 -0.51
C -2.04967 -1.46368 0.43491 0.109 0.152 -0.019 0.47
C -1.56715 -0.16004 0.33258 -0.167 0.147 -0.092 -0.59
C -2.39886 0.78387 -0.26658 0.405 0.067 0.119 0.11
C -3.66147 0.48137 -0.72758 0.033 -0.072 0.057 -0.64
H -4.26913 1.24579 -1.18728 -0.028 0.078 -0.017 0.41
Br -1.70125 2.54326 -0.45340 -0.288 0.094 -0.131 -0.13
O -0.31527 0.25417 0.71263 -0.161 -0.330 -0.102 0.23
C 0.15885 -0.03019 2.03136 0.171 0.052 0.611 -0.66
C 0.83887 1.22448 2.58730 -0.126 -0.242 -0.407 -1.00
C 2.04104 1.63291 1.74225 0.077 -0.222 0.777 -0.49
N 1.58924 2.13745 0.42119 -0.375 0.114 -0.148 0.30
H 0.74287 1.57315 0.18139 0.124 0.342 0.009 -0.22
H 1.29155 3.11448 0.49251 0.025 -0.208 0.009 0.47
C 2.57776 1.95499 -0.67927 0.411 -0.238 -0.488 -1.11
C 2.65767 0.48774 -1.00716 -0.011 0.023 -0.017 0.59
C 3.74973 -0.28028 -0.62605 -0.028 0.074 -0.047 -0.39
C 3.76409 -1.64214 -0.87869 0.033 -0.051 0.030 -0.61
C 2.68420 -2.24346 -1.50238 0.023 -0.003 0.014 -0.58
C 1.59477 -1.48017 -1.89129 -0.074 0.006 -0.013 -0.67
C 1.58194 -0.11939 -1.64769 0.172 -0.005 -0.050 -0.09
H 0.73953 0.47657 -1.96886 -0.159 0.080 -0.045 0.44
H 0.75724 -1.94503 -2.38785 -0.081 -0.046 -0.058 0.46
H 2.69479 -3.30499 -1.69360 0.002 -0.106 -0.025 0.43
H 4.61823 -2.23227 -0.58583 0.087 -0.058 0.022 0.42
H 4.59732 0.18610 -0.14464 0.102 0.062 0.066 0.43
H 2.22735 2.52109 -1.54432 -0.031 0.057 0.144 0.40
H 3.54559 2.34811 -0.36379 -0.131 0.054 0.059 0.44
H 2.67270 0.75955 1.56525 -0.008 0.145 -0.073 0.30
H 2.63154 2.40110 2.24374 0.012 0.010 -0.200 0.43
H 1.17133 1.00894 3.60182 0.047 0.032 0.022 0.45
H 0.11901 2.04374 2.63467 -0.052 0.032 0.102 0.31
H -0.66961 -0.32379 2.67917 0.031 -0.003 -0.091 0.59
H 0.87482 -0.85685 1.97695 -0.111 0.071 0.022 0.38
Cl -1.04597 -2.71793 1.07976 -0.008 -0.037 -0.049 -0.19
H -3.67936 -2.78829 0.09332 -0.002 -0.135 0.045 0.48
H -5.44274 -1.67410 -2.03427 -0.070 -0.024 -0.060 0.31
H -5.99715 -1.86090 -0.37642 -0.092 -0.023 0.023 0.39
H -6.13544 -0.29271 -1.18643 -0.076 0.021 -0.002 0.37
```
Forces are in eV/Å.

Net charge = +1
Orbital gap = 9.232 eV
E_HOMO = -11.8904 eV
SMILES = Cc1cc(Cl)c(OCCC[NH2+]Cc2ccccc2)c(Br)c1
Spin multiplicity = 1

=====

# 4
Computed, not measured: a 2-piece molecular cluster, C8H18N2OPS overall in a non-equilibrium geometry, with ωB97M-V/def2-TZVPD.

The geometry in XYZ format:
```
31
Properties=species:S:1:pos:R:3:forces:R:3:mulliken_charge:R:1
C -1.95457 -0.26765 -0.25114 2.471 -0.717 -0.413 0.41
C -3.56457 1.14447 0.35629 -4.687 3.327 -1.189 -0.78
C -2.25167 1.79896 0.72911 -0.210 1.195 0.902 -0.38
C 4.35018 0.36942 0.58777 1.665 -1.460 0.760 -1.16
C -4.27221 -0.88065 -0.79216 -1.838 -1.481 0.453 -0.91
C 3.99454 -1.01350 0.09987 -0.425 0.342 2.425 -0.53
C 2.48069 -1.13988 0.06323 -0.037 -0.230 1.323 -0.80
C 1.69651 -0.36741 -1.00370 4.199 -0.238 0.627 -0.31
N -3.25310 -0.02902 -0.30374 1.472 -0.196 0.519 0.15
N -1.24202 -1.18489 -0.71147 2.164 2.893 1.996 -0.56
O -1.24502 0.85163 0.44798 -1.344 -2.214 -0.649 -0.20
P 0.80363 1.87059 0.99193 0.908 -2.410 -0.897 0.27
S 1.43048 1.42875 -0.87884 0.061 0.323 0.612 0.03
H -4.34153 0.93462 1.15697 1.235 0.473 -0.337 0.36
H -4.22836 1.82117 -0.45903 1.767 -1.190 2.198 0.30
H -1.99476 2.68421 0.14681 -0.494 0.137 -0.075 0.40
H -2.20578 2.07421 1.79460 -0.130 -0.142 -0.317 0.36
H 4.30639 1.03450 -0.20215 -1.025 2.012 -1.190 0.34
H 5.40098 0.44494 0.83521 0.442 -0.303 0.265 0.40
H 3.83549 0.53672 1.51394 -0.572 0.841 0.209 0.26
H -4.68012 -0.50662 -1.72713 0.490 -0.304 -0.666 0.33
H -3.96694 -2.00255 -0.83133 -0.630 2.156 0.091 0.34
H -5.19375 -0.69151 -0.14321 1.292 -0.880 -0.285 0.29
H 4.46317 -1.70604 0.84021 -0.740 0.013 -0.716 0.32
H 4.42133 -1.18791 -0.82894 0.830 -0.515 -1.885 0.37
H 2.11880 -1.06270 1.09176 -0.186 0.856 0.194 0.36
H 2.23110 -2.17233 0.00204 -0.384 -1.089 -1.054 0.39
H 2.35596 -0.59620 -1.85858 -0.556 0.990 -0.348 0.37
H 0.80277 -0.82729 -1.15376 -2.896 -0.854 -0.371 0.35
H -1.65024 -1.93938 -1.10347 -1.872 -2.783 -1.614 0.11
H 1.35262 0.58136 1.59092 -0.972 1.447 -0.567 0.13
```
Forces are in eV/Å.

Net charge = +1
Orbital gap = 6.884 eV
E_HOMO = -12.4155 eV
Spin multiplicity = 1
ΔE to the lowest compared entry with this formula, charge and spin = 82.0 kcal/mol

=====

# 5
Computed, not measured: a 4-piece molecular cluster, C3H12O4 overall in a non-equilibrium geometry, with ωB97M-V/def2-TZVPD.

The geometry in XYZ format:
```
19
Properties=species:S:1:pos:R:3:forces:R:3:mulliken_charge:R:1
C -1.24536 1.35027 0.62820 0.144 -1.509 -0.603 -0.84
C -1.18663 0.24107 -0.42926 0.291 1.630 0.424 -0.15
C -0.11908 -0.55173 -0.44264 -1.485 -0.895 -1.207 -0.23
O 0.28715 -1.23543 -1.60010 -0.067 0.344 1.548 -0.48
H -2.27364 1.61312 0.87224 0.182 -0.038 0.485 0.32
H -0.75912 2.20631 0.16749 -0.056 0.276 0.140 0.13
H -0.60592 0.98271 1.43642 -0.463 0.561 0.468 0.31
H -1.87614 0.43228 -1.24295 0.475 -0.380 -0.547 0.33
H 0.27516 -0.93980 0.49220 0.691 0.599 -0.048 0.29
H 1.11069 -1.60291 -1.27369 0.299 -0.530 -0.680 0.34
H 0.92420 2.70685 -2.42328 0.136 0.053 0.359 0.32
H 1.48682 2.99325 -0.99696 -0.174 0.007 -0.599 0.29
O 1.25147 3.40974 -1.84510 0.100 -0.155 0.287 -0.64
H -3.96945 -5.44707 3.32405 -0.314 -0.676 -0.499 0.32
H -4.04651 -4.05268 3.85512 0.023 0.199 0.094 0.32
O -3.50645 -4.84521 3.88908 0.295 0.478 0.403 -0.63
H 4.12723 2.30657 -1.18503 0.318 0.317 -0.521 0.33
H 4.66074 0.98257 -0.57883 0.401 -0.087 -0.210 0.30
O 3.96110 1.62796 -0.54248 -0.796 -0.194 0.706 -0.62
```
Forces are in eV/Å.

Orbital gap = 9.222 eV
E_HOMO = -8.6602 eV
SMILES = C/C=C/O.O.O.O
Spin multiplicity = 1
ΔE to the lowest compared entry with this formula, charge and spin = 39.9 kcal/mol